Density functional theory data (the ωB97M-V functional and the def2-TZVPD basis) for a molecular structure, C19H21BrClN2O4OsSSi in a non-equilibrium geometry.

Calculated values
M = 707.127 g mol⁻¹
Kohn-Sham gap (spin up / spin down) = 5.85 / 5.77 eV
HOMO level (spin up / spin down) = -8.0 / -7.9 eV

Structure (ORCA input):
```
! wB97M-V def2-TZVPD RIJCOSX def2/J DEFGRID3
* xyz 0 2
Os -0.5294 0.0571 -0.2165
C -2.4781 -0.0485 3.0703
C -1.8802 1.2303 2.5881
C -2.1225 2.4500 3.2117
C -1.5383 3.6054 2.7046
C -0.7499 3.5560 1.5725
C -0.5725 2.3098 0.9564
N -1.1120 1.1880 1.5096
N 0.0404 1.9749 -0.1938
Si 0.9362 3.1062 -1.2205
C 2.2518 4.0018 -0.1558
C 1.7396 2.1343 -2.6333
C -0.4265 4.2425 -1.9497
H -2.6882 -0.0037 4.1350
H -1.8083 -0.8796 2.8565
H -3.4139 -0.2248 2.5385
H -2.7515 2.4844 4.0859
H -1.7133 4.5522 3.1929
H -0.3047 4.4447 1.1603
H 2.6137 3.3565 0.6398
H 1.8879 4.9200 0.2953
H 3.1075 4.2629 -0.7707
H 2.3785 1.3372 -2.2596
H 2.3513 2.7850 -3.2506
H 0.9866 1.6876 -3.2772
H -0.9578 4.8099 -1.1919
H -1.1563 3.6292 -2.4733
H -0.0102 4.9461 -2.6628
Br 4.7613 -5.7823 -1.6623
C 3.2247 -4.6775 -1.8013
C 2.0212 -5.2203 -2.2499
C 0.9189 -4.4144 -2.3473
C 0.9685 -3.0306 -2.0246
C 2.1889 -2.5394 -1.4799
C 3.3024 -3.3461 -1.4127
C 2.3036 -1.1636 -0.8166
O 3.1946 -0.4184 -1.1911
O 1.4620 -0.9849 0.1157
H 1.9681 -6.2585 -2.5348
H -0.0090 -4.8275 -2.7118
H -1.0497 -2.7304 -2.6389
H 4.2280 -2.9375 -1.0347
S -0.2120 -0.5282 -2.4522
C -0.1451 -2.2406 -2.3093
Cl -3.2748 -4.0837 -0.3218
C -3.9220 -2.4585 -0.0476
C -2.8213 -1.4027 -0.0977
O -3.1227 -0.2281 -0.3526
O -1.6364 -1.7570 0.1481
H -4.3869 -2.4380 0.9408
H -4.6708 -2.2470 -0.8107
*
```